Entry 1:
This record from OMol25 describes 5 unconnected molecules or ions with the total composition C32H31F4IO17P2 at a distorted geometry. The level of theory is wB97M-V/def2-TZVPD.

XYZ file:
```
87
Properties=species:S:1:pos:R:3:forces:R:3:lowdin_charge:R:1
C 2.495715 -2.127422 1.162282 -0.7455 0.6425 -0.8993 0.03
C 1.584542 -1.430632 0.368899 1.1185 0.0705 0.6977 -0.12
C 1.533229 0.115720 0.385445 -0.0203 0.9605 -0.8056 -0.08
C 2.637904 1.012431 -0.011079 -1.1958 0.8881 0.9170 -0.09
C 4.000858 0.421945 -0.540143 -0.7387 -0.0228 -1.0298 -0.27
C 5.019430 1.562844 -0.925628 -0.6156 0.0212 0.8250 -0.09
C 3.627624 -0.466515 -1.836550 -0.1222 -0.0578 -0.1543 -0.21
C 4.279512 0.032015 -3.179567 -0.8431 -0.8306 -0.3125 -0.12
C 2.397027 2.444678 0.074305 -1.1187 -0.1870 0.3401 -0.06
C 1.127187 3.045744 0.521801 -0.0300 -2.3078 0.1469 -0.54
I 0.862740 5.196829 0.561676 0.4105 -1.3189 -0.1715 0.98
C 0.038965 2.166294 0.910854 1.3600 -0.8083 -0.6900 -0.11
C 0.270039 0.701730 0.830219 0.4290 0.8599 -0.4791 -0.01
C -0.962611 -0.178112 1.223325 -0.0288 1.1773 -0.5127 -0.28
O -0.904952 -1.174441 1.895905 -0.0521 0.2554 -0.4878 0.12
C -2.335624 0.380897 0.700365 -0.6550 0.5729 -0.4124 -0.05
C -3.302018 -0.543347 0.146215 -0.4275 2.6179 0.2104 0.02
C -4.561096 0.037271 -0.353498 0.7776 1.4885 1.7886 -0.29
P -5.834117 -1.056752 -1.132910 1.9111 -0.6014 -3.2657 0.73
O -5.296707 -1.494574 -2.487272 -0.5498 0.1883 1.4248 -0.50
C -4.816015 1.483094 -0.239891 1.3846 -1.1563 0.3526 -0.06
C -3.826855 2.422063 0.330140 1.1777 -2.2094 -1.2471 -0.25
P -4.216043 4.250593 0.451530 -1.4284 1.4619 0.6230 0.89
O -2.841847 5.188792 0.210865 -0.6160 -1.9690 -0.5999 -0.33
O -5.192560 4.577735 -0.905199 2.1065 -1.0527 0.4702 -0.31
C -2.563155 1.840811 0.781250 -0.7434 -1.3592 -0.5054 -0.05
C -1.371043 2.666267 1.372509 0.4685 -1.2254 -0.6246 -0.32
O -1.511253 3.581913 2.142242 -0.1699 -0.3535 -0.3935 0.05
H 2.098214 -2.845199 1.927265 0.7186 -0.4755 -1.7803 0.08
H 3.594168 -1.963024 1.015380 -1.0769 0.7379 1.5189 0.06
H 0.863855 -2.025329 -0.247430 -0.5745 0.8951 1.6707 0.12
H 4.428376 -0.298649 0.212156 -0.3787 1.0872 -0.5217 0.12
H 4.514739 2.264695 -1.633520 0.5998 -0.5791 0.4359 0.08
H 5.261452 2.143125 -0.000168 -0.0038 -0.4545 -0.7750 0.07
H 5.966169 1.194246 -1.382293 -0.8303 0.1802 0.4516 0.09
H 2.511097 -0.429080 -1.999037 1.1099 -0.0297 0.2046 0.11
H 3.846242 -1.553571 -1.629328 0.0181 1.1443 -0.3296 0.11
H 5.394675 0.000137 -3.201472 -0.9363 0.3007 0.1559 0.07
H 3.850114 1.035352 -3.437440 0.7779 -0.7669 0.2089 0.08
H 3.935025 -0.660130 -4.003893 0.3388 0.6597 0.8295 0.08
H 3.178387 3.180337 -0.241263 -0.7439 -0.9602 0.3628 0.09
H -3.041775 -1.622072 0.106868 -0.4208 0.8964 -0.0085 0.13
H -7.056946 -0.366096 -1.406817 0.3393 -0.0120 1.1253 0.03
H -6.043464 -2.251293 -0.387577 -0.2836 0.8774 0.5925 0.01
H -5.798217 1.834610 -0.641824 1.0714 -0.0205 0.5037 0.10
H -2.108878 4.680358 -0.186864 -0.1038 0.5330 0.0418 0.01
H -4.648654 4.417180 -1.706558 -0.6268 0.1770 0.2157 0.06
O -2.907057 -7.146395 -1.190740 -0.5180 0.4175 0.1607 0.16
C -3.990234 -6.659263 -1.259836 0.5652 -0.4045 0.0958 -0.52
O -4.943716 -7.041077 -2.151479 0.3257 0.3141 0.3955 0.08
C -6.129395 -6.319486 -1.824784 -0.5879 -0.2392 -0.5294 -0.05
C -5.582135 -5.128854 -1.096061 -0.2032 0.2343 0.4021 -0.32
F -6.446574 -4.699669 -0.140439 0.0117 0.1521 0.0516 0.06
O -4.427876 -5.645011 -0.461417 0.0275 -0.1669 -0.6732 0.14
H -6.770597 -6.939656 -1.194078 0.0724 0.1669 0.1490 0.15
H -6.681703 -6.042792 -2.721700 0.2173 -0.1064 -0.0723 0.15
H -5.302784 -4.292115 -1.743837 -0.0895 0.0959 0.1222 0.16
O -0.905856 -12.654181 -2.819328 0.0551 0.3251 0.0508 0.17
C -0.911139 -11.468327 -2.750090 -0.1539 -0.8539 0.1915 -0.54
O -1.956698 -10.732637 -2.285297 0.5748 -0.1524 -0.3175 0.08
C -1.520314 -9.373700 -2.237333 -0.5269 0.2265 0.0286 -0.07
C -0.404265 -9.364981 -3.239413 0.5062 0.1314 0.3059 -0.32
F 0.558405 -8.473714 -2.894725 0.0901 0.0553 -0.1639 0.07
O 0.129636 -10.671318 -3.134562 -0.6232 0.0291 -0.1746 0.13
H -1.179995 -9.136837 -1.227651 0.1601 0.0599 -0.1402 0.15
H -2.322706 -8.695452 -2.502588 -0.0346 -0.2868 0.0140 0.11
H -0.723357 -9.181172 -4.268484 0.1582 0.0969 0.0128 0.17
O 0.028318 9.734131 3.588782 -0.0639 -0.3183 0.0766 0.18
C -0.426093 8.651233 3.765543 0.4837 0.6874 -0.2349 -0.54
O -0.495873 7.684520 2.809767 -0.1056 0.2600 0.4776 0.03
C -0.974841 6.501666 3.448921 -0.1861 -0.5716 -0.5758 -0.12
C -1.694302 7.056295 4.642399 0.1958 -0.2213 0.4936 -0.31
F -1.624972 6.206109 5.695887 -0.1290 0.0354 0.1006 0.08
O -0.950810 8.221379 4.949934 -0.2384 -0.0232 -0.6171 0.14
H -0.127545 5.869784 3.724403 -0.1119 0.0343 0.2082 0.13
H -1.632004 5.937355 2.788952 0.1093 0.1685 -0.1107 0.10
H -2.736707 7.325732 4.455452 -0.0008 -0.0798 0.1571 0.18
O 7.769091 4.140802 -0.824174 -0.1621 -0.0123 0.3037 0.18
C 7.486008 4.311399 0.315326 0.1037 0.0292 -0.9588 -0.54
O 7.340797 5.535113 0.892243 0.0711 -0.5405 -0.0022 0.08
C 6.870670 5.316169 2.218088 -0.0760 0.7293 0.3086 -0.06
C 7.330146 3.914560 2.490325 -0.4304 -0.4696 0.2179 -0.32
F 6.472132 3.271039 3.318837 0.0902 -0.1145 0.0758 0.08
O 7.271637 3.302590 1.214384 0.3694 0.6883 0.1167 0.12
H 5.782421 5.412069 2.239055 0.0273 -0.2328 0.0644 0.15
H 7.300054 6.038730 2.910876 0.0817 0.0394 -0.2091 0.14
H 8.346779 3.842498 2.884569 -0.0926 -0.1182 0.0907 0.18
```
Positions in Å, forces in eV/Å.

## Properties
LUMO energy, eV: -1.60
HOMO-LUMO gap, eV: 7.0
DFT total energy, a.u.: -3896.83400
Total charge: 0

***

Entry 2:
This record from OMol25 describes a molecular structure, C22H26N6 at a distorted geometry. The level of theory is wB97M-V/def2-TZVPD.

XYZ file:
```
54
Properties=species:S:1:pos:R:3:forces:R:3:lowdin_charge:R:1
C -2.883554 2.725684 -1.186765 0.9774 -2.3905 -2.7455 -0.05
C -1.885947 1.771932 -0.509382 -0.1052 2.8779 0.2103 -0.25
N -2.168263 0.551228 -0.029094 -7.8259 6.2927 -4.6967 0.08
N -1.161561 0.134647 0.455495 7.8968 0.4133 1.1904 -0.06
C -1.126127 -1.093740 0.792859 5.4467 -3.0467 5.9883 -0.35
C 0.072041 -1.347491 1.528894 0.1029 -1.6342 -0.4972 0.03
C 1.058674 -0.372629 1.536376 5.6589 -4.3920 3.1686 -0.27
N 1.226280 0.661484 0.843371 -2.0658 3.9512 -1.5489 0.16
C 0.046413 1.058805 0.352113 -2.5623 -1.3720 -0.5319 -0.14
C -0.530930 2.151512 -0.260801 2.4979 0.6769 0.7562 0.01
C 0.481588 3.388789 -0.426039 -19.3825 1.8144 1.3234 -0.18
C -0.077622 4.689554 -0.722760 -9.3531 -6.7801 3.2782 -0.12
C 0.473315 5.681822 -1.194497 7.5934 8.2266 0.3342 -0.09
C 1.970284 5.524448 -1.099508 -0.6719 -1.0238 -3.0438 -0.02
C 2.547793 4.271421 -1.147278 -10.4851 2.8251 2.6288 0.01
C 1.617293 3.303954 -0.646577 18.3637 -6.4822 -4.0196 -0.13
H 1.965794 2.221588 -0.643235 0.3707 1.4124 0.1562 0.14
H 3.473704 4.218144 -1.136247 8.5032 -1.1795 -0.2646 0.02
H 2.642078 6.267467 -1.408737 0.5070 1.7026 -0.0423 0.07
H 0.097067 6.738285 -0.981992 0.1357 -1.5338 -1.3161 0.14
H -1.232890 4.798276 -0.598835 1.9109 -0.4505 0.0849 0.14
C 2.596539 -0.724238 2.233113 -3.6872 -3.8718 -3.6701 -0.24
C 2.533862 -1.134600 3.678337 -2.2059 3.9438 -0.8949 -0.10
H 1.983381 -0.194190 4.237336 1.3847 -2.9938 -0.7498 0.15
H 2.130105 -2.091948 3.665467 -2.1533 -1.4008 0.6397 0.04
H 3.464913 -1.398296 4.001356 2.9257 0.3283 1.4109 0.03
C 3.049311 -2.042355 1.225434 2.7658 0.8420 11.1187 -0.03
H 2.730278 -3.009858 1.531532 -1.3825 -0.6361 -0.2638 0.04
H 4.119166 -2.152011 1.787772 -1.5751 0.1443 -1.8322 0.11
H 3.211897 -1.847934 0.310329 0.7454 1.4223 -6.7254 -0.04
H 3.330650 -0.023177 1.941092 0.1618 1.3752 -0.0374 0.09
H 0.344875 -2.387518 1.875258 -0.5707 1.5426 -0.0907 0.12
N -2.209090 -1.788399 1.036554 -6.2728 3.2057 -3.8602 0.03
H -3.037061 -1.229281 0.398050 2.4604 -1.7338 2.3053 0.22
C -2.379902 -3.150652 0.996602 3.9730 -5.0271 2.1727 -0.23
H -3.085055 -3.501529 1.782452 -0.4625 0.3461 -1.1860 0.12
C -2.382555 -3.902134 -0.481307 -6.7671 3.1145 6.9479 -0.16
H -3.417216 -3.281945 -0.663726 2.6665 -1.6108 -1.6410 0.17
H -2.723855 -4.865834 -0.175662 0.2615 -1.0130 -0.5086 0.10
C -1.123757 -3.682416 -1.061661 -0.5462 -8.9268 -3.0261 -0.37
N -1.003317 -2.517342 -1.565472 7.6856 13.7779 -3.5205 -0.07
C -1.642079 -1.413114 -2.119574 -5.6260 -5.3270 -2.9233 -0.19
N -0.962781 -0.421922 -2.689655 -5.0304 -0.9139 0.6527 0.10
C 0.210963 -0.648564 -2.280596 4.2864 -5.2554 3.0409 -0.25
C 0.525225 -1.849135 -1.620401 -5.9073 -1.0030 -0.8531 0.13
H 1.147334 -2.570092 -1.131714 1.0095 0.6954 0.0092 0.08
H 0.956316 -0.033559 -2.376991 3.9960 3.8383 -1.0402 0.05
H -2.804088 -1.859680 -2.604313 3.2786 2.2329 1.7880 0.20
H -0.236561 -4.257131 -0.645987 -0.8809 1.4578 0.3296 0.17
H -1.291217 -4.322709 -2.007818 0.7575 -0.2311 0.6342 0.16
H -1.397255 -3.638213 1.539379 -1.8172 1.1502 -1.1910 0.15
H -2.279196 3.217198 -2.105135 -1.6183 -0.8666 2.2070 0.12
H -3.558274 1.904176 -1.659382 0.3227 2.0300 0.6024 0.09
H -3.406989 3.473222 -0.568029 0.3088 -0.5444 -0.2577 0.07
```
Positions in Å, forces in eV/Å.

## Properties
Relative energy (zero: lowest compared OMol25 entry of this formula, charge and spin), kcal per mole: 412.0
LUMO energy, eV: 0.47
HOMO-LUMO gap, eV: 8.0
DFT total energy, a.u.: -1181.83861
Total charge: 0

***

Entry 3:
This record from OMol25 describes 16 unconnected molecules or ions with the total composition H30O19S at a distorted geometry. The level of theory is wB97M-V/def2-TZVPD.

XYZ file:
```
50
Properties=species:S:1:pos:R:3:forces:R:3:lowdin_charge:R:1
S -20.222000 -9.376000 -7.301000 -2.1530 0.6342 3.4408 0.32
O -21.243000 -10.014000 -8.052000 -2.2082 -2.7539 -2.3309 -0.35
O -19.331000 -8.764000 -8.189000 3.4024 0.8442 -2.3310 -0.31
O -20.931000 -8.371000 -6.547000 -0.2411 1.5896 1.2235 -0.31
O -19.628000 -10.315000 -6.399000 1.0833 -0.4444 0.7571 -0.30
O -23.625000 -9.040000 -8.380000 -2.9247 0.7921 -0.4697 -0.04
H -22.915000 -9.165000 -7.800000 1.4149 -0.2314 1.1919 -0.04
H -23.340000 -9.367000 -9.226000 0.0971 0.1311 -0.5469 -0.02
O -18.079000 -10.372000 -4.315000 -0.8762 -0.0385 0.0652 -0.08
H -17.297000 -10.773000 -4.679000 0.4451 -0.3378 -0.4226 0.03
H -18.763000 -10.459000 -5.034000 0.8468 0.1395 0.8577 0.00
O -18.729000 -6.232000 -7.992000 0.5969 3.1700 0.6187 -0.04
H -17.772000 -6.189000 -8.061000 -0.1008 -0.5272 -0.0072 0.03
H -19.015000 -7.090000 -8.195000 -0.1611 -1.4664 -0.1342 -0.07
O -21.400000 -10.724000 -3.785000 0.0459 -0.1837 0.1159 -0.10
H -20.900000 -11.445000 -4.204000 -0.6096 0.5040 -0.1947 0.03
H -22.048000 -10.321000 -4.423000 0.6479 -0.8243 0.2525 0.00
O -20.119000 -8.093000 -4.016000 0.3118 0.2917 1.0409 -0.06
H -19.999000 -9.030000 -3.826000 -0.0736 -0.1034 0.2614 0.00
H -20.514000 -8.111000 -4.882000 -0.1775 0.1652 -0.6788 -0.04
O -19.242000 -12.777000 -6.747000 2.4630 -0.8754 1.4547 -0.06
H -20.001000 -12.918000 -7.239000 -2.3595 -0.7766 -1.5797 -0.05
H -19.349000 -11.841000 -6.573000 0.2969 0.3182 0.1463 -0.06
O -22.443000 -6.260000 -6.353000 0.0489 0.3534 0.2927 -0.08
H -21.817000 -7.006000 -6.483000 -0.5164 0.6656 -0.2738 -0.02
H -23.231000 -6.466000 -6.860000 0.1152 -0.3111 -0.1379 0.02
O -20.701000 -7.419000 -9.885000 0.4690 -0.3603 -0.3849 -0.05
H -20.079000 -7.946000 -9.331000 -0.9224 0.4082 -0.1537 -0.03
H -20.193000 -7.407000 -10.698000 -0.1509 0.3846 -0.4313 0.03
O -17.165000 -8.378000 -9.382000 -0.0640 -0.0870 -1.4600 -0.09
H -17.588000 -8.489000 -10.263000 0.4940 0.1527 0.9260 0.04
H -17.898000 -8.597000 -8.768000 0.7928 -0.0545 -0.2684 -0.03
O -22.142000 -12.028000 -6.707000 0.2267 -0.1295 -0.1504 -0.05
H -21.855000 -11.346000 -7.352000 0.0281 -0.0657 0.5820 -0.01
H -22.852000 -12.441000 -7.183000 -0.6821 -0.4118 -0.0810 0.03
O -23.070000 -9.132000 -5.199000 -1.2643 -1.8730 -1.2470 -0.02
H -23.101000 -8.677000 -4.393000 0.2798 1.4021 1.5274 0.03
H -22.287000 -8.887000 -5.698000 0.4880 0.6082 -0.0752 -0.02
O -17.417000 -7.790000 -5.343000 2.4608 0.1965 -0.5392 -0.04
H -18.237000 -7.361000 -5.362000 -1.9948 0.8751 0.1322 -0.02
H -17.594000 -8.701000 -5.142000 -0.3008 -0.7169 0.5757 -0.04
O -16.899000 -10.227000 -7.089000 1.1926 -1.2486 -0.9570 -0.08
H -16.792000 -10.847000 -7.868000 -0.7614 1.2837 1.4347 0.08
H -17.816000 -9.939000 -7.021000 0.1231 -0.3878 -0.3120 -0.02
O -22.166000 -10.037000 -10.353000 0.8840 -0.6370 0.0100 -0.12
H -21.753000 -9.972000 -9.415000 -0.5706 0.2985 -1.5555 -0.02
H -21.393000 -9.958000 -10.933000 -0.4842 0.2206 0.1578 0.04
O -20.021000 -11.930000 -9.457000 3.5765 -0.9848 0.7913 0.02
H -20.422000 -12.537000 -10.013000 -1.3776 -1.5374 -1.6136 0.01
H -20.578000 -11.219000 -9.317000 -1.8567 1.9390 0.4800 -0.06
```
Positions in Å, forces in eV/Å.

## Properties
Relative energy (zero: lowest compared OMol25 entry of this formula, charge and spin), kcal per mole: 74.9
LUMO energy, eV: 4.70
HOMO-LUMO gap, eV: 9.1
DFT total energy, a.u.: -1845.83959
Total charge: -2

***

Entry 4:
This record from OMol25 describes C5H7NO in the gas phase. The level of theory is wB97M-V/def2-TZVPD.

XYZ file:
```
14
Properties=species:S:1:pos:R:3:forces:R:3:lowdin_charge:R:1
O -0.713513 -1.128282 -2.791579 -0.0758 -0.0750 0.3014 -0.07
C -0.716529 -1.439263 -1.593614 0.1169 -0.0448 0.0220 -0.37
C -0.110554 -0.689283 -0.567470 -0.1174 -0.1138 -0.2783 -0.23
C 0.114519 0.810213 -0.722323 0.0882 0.2509 -0.1802 -0.08
N 0.159041 0.808423 0.770203 0.8086 -0.2509 0.1721 -0.10
C 1.235964 1.015157 1.414402 -0.2608 0.4668 0.2627 0.13
C -0.588791 -0.476426 0.869622 -0.1528 -0.1249 0.2345 -0.09
H -1.140034 -2.421992 -1.267981 -0.0212 0.1971 -0.0982 0.11
H 1.026624 1.276499 -1.114464 -0.1425 -0.3080 -0.0934 0.12
H -0.761920 1.345355 -1.114121 0.0314 0.0038 0.1739 0.13
H 1.997140 1.676156 1.008149 -0.1829 -0.0267 -0.0278 0.11
H 1.403129 0.543656 2.379626 -0.1628 0.0379 -0.1192 0.11
H -0.238632 -1.034045 1.748959 -0.0262 -0.1170 -0.3445 0.11
H -1.666444 -0.286169 0.980592 0.0972 0.1047 -0.0250 0.12
```
Positions in Å, forces in eV/Å.

## Properties
Relative energy (zero: lowest compared OMol25 entry of this formula, charge and spin), kcal per mole: 106.0
LUMO energy, eV: -0.91
HOMO-LUMO gap, eV: 6.1
DFT total energy, a.u.: -324.55554
Total charge: 0